1.
The following is a quantum chemistry calculation of an isolated ion of composition C7H15N2Si and charge +1, from the Open Molecules 2025 dataset.

XYZ file:
```
25
Properties=species:S:1:pos:R:3:forces:R:3
C -0.596 -0.740 0.016 1.1 2.6 0.8
C 2.463 1.956 -1.637 -2.7 -0.6 0.7
C 2.270 0.984 -0.683 -1.8 3.6 -1.8
C -2.523 -2.017 -0.168 0.6 -3.5 2.0
C -1.435 -2.612 -1.128 -0.7 2.3 -1.4
C 1.538 -0.091 2.070 -1.9 0.5 -1.0
C -0.507 2.175 0.669 -0.4 1.2 2.4
N -1.833 -0.901 0.441 -0.3 0.7 1.0
N -0.376 -1.626 -0.879 4.7 -2.6 -2.9
Si 0.900 0.889 0.579 -1.7 -1.9 -0.9
H 3.271 1.978 -2.341 0.6 -0.2 0.1
H 1.656 2.686 -1.909 0.8 -0.4 0.7
H 3.057 0.348 -0.704 2.2 -2.4 0.7
H -3.422 -1.731 -0.599 -1.4 0.7 -1.3
H -2.874 -2.829 0.606 1.0 1.5 -1.1
H -1.073 -3.612 -1.025 -0.1 -0.6 0.7
H -1.665 -2.461 -2.210 -0.4 -0.4 0.8
H 1.592 -1.167 1.847 0.1 0.5 0.1
H 2.454 0.343 2.296 2.0 0.4 0.6
H 0.882 0.130 2.902 -0.2 -0.4 0.4
H -1.304 2.106 -0.086 0.5 -0.4 0.0
H -1.005 1.860 1.710 0.9 0.8 -2.1
H -0.311 3.325 0.738 0.1 -2.2 0.1
H -2.278 -0.230 1.045 -0.1 -0.2 0.0
H 0.599 -1.778 -1.364 -2.8 0.7 1.5
```
Forces are in eV/Å.

Properties
strongest force on any atom	0.1181	hartree/bohr
E_LUMO	-0.112	hartree
energy	-674.44505	hartree
orbital gap	0.381	Ha
net charge	+1

Results of the natural (NBO) charge analysis, in e, for atoms 1 through 2:
1. C 0.2650
2. C -0.2351

2.
The following is a quantum chemistry calculation of C37H39N2RhS2Sb as an isolated structure, from the Open Molecules 2025 dataset.

XYZ file:
```
82
Properties=species:S:1:pos:R:3:forces:R:3
Rh 0.116 -0.038 -1.357 -0.3 -1.0 -0.3
C -2.619 0.148 -2.174 0.0 0.0 0.0
N -1.293 0.057 -2.852 0.0 0.2 -0.3
C -1.191 -1.174 -3.686 0.0 0.0 0.0
C -1.193 -2.401 -2.812 0.0 0.0 -0.1
N -0.256 -2.269 -1.656 0.0 0.2 0.3
C -0.921 -2.899 -0.498 0.0 -0.1 -0.1
C 1.042 -2.882 -1.955 -0.1 0.1 -0.1
C 1.276 -4.230 -1.726 0.0 0.0 0.0
C 2.508 -4.785 -2.042 0.0 0.0 0.0
C 3.501 -3.991 -2.597 0.0 0.0 0.0
C 3.268 -2.645 -2.825 0.0 0.0 0.0
C 2.034 -2.080 -2.511 0.0 0.0 0.0
S 1.767 -0.373 -2.856 0.1 0.2 -0.1
C -1.151 1.260 -3.699 0.0 0.0 0.0
C -1.758 1.352 -4.946 0.0 0.0 0.1
C -1.656 2.530 -5.664 0.0 0.0 0.0
C -0.961 3.611 -5.133 0.0 0.0 0.0
C -0.370 3.519 -3.888 0.0 -0.1 0.0
C -0.467 2.333 -3.159 0.0 0.1 0.0
S 0.229 2.195 -1.557 0.2 0.3 -0.1
H -3.410 0.143 -2.927 0.0 0.0 0.0
H -2.651 1.083 -1.620 0.0 0.0 0.0
H -2.759 -0.681 -1.485 0.0 0.0 0.0
H -0.271 -1.089 -4.255 0.0 0.0 0.0
H -2.029 -1.234 -4.382 0.0 0.0 0.1
H -0.928 -3.270 -3.418 0.0 0.0 0.1
H -2.188 -2.589 -2.410 0.0 0.1 0.0
H -0.231 -2.945 0.327 0.1 0.0 0.1
H -1.265 -3.909 -0.733 0.0 0.0 0.0
H -1.784 -2.301 -0.213 0.0 0.0 0.0
H 0.506 -4.859 -1.302 0.0 0.0 0.0
H 2.687 -5.835 -1.856 0.0 0.0 0.0
H 4.465 -4.417 -2.841 0.0 0.0 0.0
H 4.046 -2.016 -3.239 0.0 0.0 0.0
H -2.313 0.525 -5.366 0.0 0.0 0.0
H -2.118 2.603 -6.639 0.0 0.0 0.0
H -0.875 4.529 -5.699 0.0 0.0 0.0
H 0.176 4.353 -3.468 0.0 0.0 0.0
C -3.123 0.594 3.812 0.0 0.0 0.0
C -1.814 0.203 4.445 0.0 0.0 0.0
C -1.717 0.095 5.830 0.0 0.0 0.0
C -0.521 -0.243 6.444 0.0 0.0 0.0
C 0.611 -0.474 5.677 0.0 0.0 0.0
C 0.533 -0.366 4.297 0.1 0.2 0.0
C -0.666 -0.029 3.680 -0.1 -0.1 0.0
Sb -0.801 0.229 1.562 0.1 0.2 0.2
C 1.203 -0.369 0.996 -0.1 0.0 0.1
C 2.023 0.526 0.298 0.1 0.0 0.0
C 3.321 0.169 -0.103 -0.1 0.1 0.0
C 3.791 -1.085 0.182 0.0 -0.1 0.0
C 2.992 -1.981 0.902 0.1 0.0 -0.1
C 1.723 -1.653 1.332 0.0 0.1 0.1
C 1.032 -2.621 2.265 0.0 -0.1 -0.1
C -0.788 2.362 1.610 0.1 0.1 0.0
C -1.934 2.916 1.036 0.0 -0.1 0.0
C -2.138 4.284 0.991 0.0 0.0 0.0
C -1.163 5.124 1.506 0.0 0.0 0.0
C -0.023 4.586 2.080 0.0 0.0 0.0
C 0.183 3.208 2.163 0.0 0.0 -0.1
C 1.417 2.721 2.867 0.0 -0.1 0.0
H -3.916 0.645 4.556 0.0 0.0 0.0
H -3.431 -0.125 3.049 0.0 0.0 0.0
H -3.050 1.576 3.337 0.0 0.0 0.0
H -2.597 0.279 6.434 0.0 0.0 0.0
H -0.473 -0.324 7.522 0.0 0.0 0.0
H 1.550 -0.730 6.149 0.0 0.0 0.0
H 1.428 -0.525 3.706 0.0 0.1 0.0
H 1.731 1.562 0.202 0.0 0.0 0.0
H 3.936 0.892 -0.619 0.0 0.0 0.0
H 4.789 -1.379 -0.115 0.0 0.0 0.0
H 3.396 -2.954 1.161 0.0 0.0 0.0
H 1.506 -2.592 3.248 0.0 -0.1 -0.1
H 1.120 -3.645 1.898 0.0 0.0 0.0
H -0.022 -2.397 2.430 0.0 0.0 0.0
H -2.690 2.263 0.611 0.0 0.0 0.0
H -3.038 4.689 0.549 0.0 0.0 0.0
H -1.288 6.198 1.463 0.0 0.0 0.0
H 0.732 5.249 2.486 0.0 0.0 0.0
H 2.169 3.508 2.907 0.0 0.0 0.0
H 1.864 1.852 2.383 0.0 0.0 0.1
H 1.181 2.433 3.892 0.0 0.0 0.1
```
Forces are in eV/Å.

Properties
strongest force on any atom	0.0201	hartree/bohr
E_LUMO	-0.140	hartree
energy	-2689.80291	hartree
orbital gap	0.239	Ha
net charge	+1

Results of the Mulliken charge analysis, in e, for atoms 1 through 2:
1. Rh 0.6356
2. C -0.9632

3.
The following is a quantum chemistry calculation of a 3-piece molecular cluster, C4H12NS overall, from the Open Molecules 2025 dataset.

XYZ file:
```
18
Properties=species:S:1:pos:R:3:forces:R:3
C -3.078 0.578 0.252 -0.9 -2.5 -2.1
C -2.154 -0.550 -0.232 -0.4 4.0 2.4
C -2.446 -1.868 -0.121 -0.2 -2.5 -1.1
C 1.045 0.486 -0.236 1.5 3.2 -1.2
S 0.040 1.973 -0.361 -0.4 -0.9 -0.6
N 4.726 -0.720 0.279 2.3 1.7 3.0
H -3.106 1.225 -0.639 0.2 0.3 0.0
H -2.901 1.232 1.096 0.7 -0.2 0.3
H -4.085 0.129 0.293 0.3 0.4 0.5
H -1.168 -0.215 -0.481 0.4 -0.2 -0.7
H -1.714 -2.658 -0.337 0.0 0.5 0.5
H -3.448 -2.231 -0.014 -0.6 0.0 0.3
H 1.860 0.939 0.376 -0.1 -1.3 -0.1
H 1.421 0.205 -1.278 -0.9 -0.5 1.4
H 0.894 2.965 -0.055 0.1 -0.3 0.5
H 5.123 0.190 0.026 0.5 -0.2 -1.0
H 3.737 -0.643 0.267 -1.7 -1.0 -0.3
H 5.253 -1.037 1.165 -1.0 -0.6 -1.6
```
Forces are in eV/Å.

Properties
strongest force on any atom	0.0917	hartree/bohr
E_LUMO (spin up / spin down)	-0.476 / -0.418	hartree
spin multiplicity	2
energy	-611.58310	hartree
orbital gap (spin up / spin down)	0.104 / 0.189	Ha
net charge	+2

Results of the natural (NBO) charge analysis, in e, for atoms 1 through 2:
1. C -0.7058
2. C 0.1399